[1]
{
  "formula": "C21H25Cl33FNO5",
  "method": "ωB97M-V with the def2-TZVPD basis set",
  "species": ["C", "C", "O", "N", "C", "C", "O", "C", "O", "C", "O", "O", "C", "C", "C", "C", "F", "H", "H", "H", "H", "H", "H", "H", "H", "H", "H", "H", "H", "H", "H", "C", "Cl", "Cl", "Cl", "H", "C", "Cl", "Cl", "Cl", "H", "C", "Cl", "Cl", "Cl", "H", "C", "Cl", "Cl", "Cl", "H", "C", "Cl", "Cl", "Cl", "H", "C", "Cl", "Cl", "Cl", "H", "C", "Cl", "Cl", "Cl", "H", "C", "Cl", "Cl", "Cl", "H", "C", "Cl", "Cl", "Cl", "H", "C", "Cl", "Cl", "Cl", "H", "C", "Cl", "Cl", "Cl", "H"],
  "xyz": [[2.657, -2.386, 3.230], [1.968, -1.329, 4.002], [2.195, -1.196, 5.104], [1.105, -0.472, 3.325], [0.427, 0.462, 4.219], [0.573, 1.879, 3.851], [-0.195, 0.130, 5.097], [0.263, -1.063, 2.337], [0.470, -0.335, 1.082], [-0.714, 0.264, 0.797], [-0.830, 1.271, 0.341], [-1.646, -0.568, 1.178], [-1.250, -1.059, 2.519], [-1.968, -2.375, 2.662], [-3.055, -2.261, 3.695], [-2.512, -2.160, 5.104], [-2.856, -0.976, 5.627], [3.171, -1.977, 2.396], [3.314, -2.892, 3.870], [1.951, -3.091, 2.864], [-0.377, 2.181, 3.470], [0.837, 2.482, 4.682], [1.233, 1.960, 3.039], [0.523, -2.046, 2.053], [-1.705, -0.329, 3.154], [-2.425, -2.609, 1.735], [-1.272, -3.158, 2.895], [-3.553, -1.342, 3.513], [-3.698, -3.100, 3.568], [-1.452, -2.247, 5.074], [-2.919, -2.918, 5.728], [-7.008, -1.267, 2.241], [-5.505, -1.587, 1.383], [-7.160, -2.296, 3.668], [-7.090, 0.434, 2.687], [-7.826, -1.489, 1.573], [-5.074, 4.182, 2.031], [-3.977, 3.064, 2.846], [-5.184, 3.796, 0.314], [-6.664, 4.161, 2.806], [-4.668, 5.178, 2.126], [2.340, -0.768, -1.240], [3.801, -0.626, -0.260], [1.986, 0.746, -2.076], [2.515, -2.090, -2.397], [1.512, -0.991, -0.582], [3.407, 3.506, -0.005], [5.126, 3.799, -0.234], [3.116, 2.688, 1.526], [2.496, 5.014, -0.092], [3.066, 2.859, -0.798], [1.722, -4.494, -5.291], [3.153, -4.362, -4.261], [1.426, -2.959, -6.098], [1.922, -5.798, -6.459], [0.868, -4.723, -4.670], [-6.463, -5.335, 0.682], [-7.748, -4.138, 0.844], [-5.569, -5.092, -0.818], [-5.374, -5.288, 2.070], [-6.920, -6.313, 0.649], [-5.238, 5.027, -3.861], [-5.711, 3.665, -2.837], [-6.294, 6.411, -3.575], [-3.548, 5.467, -3.595], [-5.349, 4.723, -4.892], [0.351, 4.328, -3.132], [-0.752, 3.031, -3.577], [1.769, 4.326, -4.194], [-0.453, 5.898, -3.186], [0.684, 4.154, -2.119], [6.966, -2.325, -0.992], [8.257, -2.170, -2.184], [6.637, -4.022, -0.642], [7.369, -1.445, 0.485], [6.069, -1.889, -1.408], [5.311, 5.539, -4.626], [6.387, 5.782, -3.251], [5.148, 7.024, -5.562], [5.887, 4.218, -5.641], [4.334, 5.271, -4.247], [5.351, -2.187, -6.353], [4.288, -0.785, -6.269], [6.228, -2.223, -7.882], [6.466, -2.207, -4.986], [4.737, -3.075, -6.295]],
  "mulliken_charge": [-1.296, 0.855, -0.494, 0.516, 0.401, -0.803, -0.346, -0.796, -0.451, 0.522, -0.445, -0.461, 0.450, -1.126, -0.272, -0.258, -0.309, 0.274, 0.414, 0.368, 0.231, 0.529, -0.252, 0.421, 0.623, 0.535, 0.357, 0.407, -0.094, 0.092, 0.406, -0.237, -0.008, -0.090, -0.082, 0.390, -0.153, -0.023, -0.040, -0.121, 0.340, 0.721, -0.119, -0.038, 0.082, -0.497, 0.747, -0.117, -0.174, -0.150, -0.396, -0.064, -0.116, -0.079, -0.120, 0.366, -0.071, -0.085, -0.122, -0.073, 0.377, -0.037, -0.104, -0.129, -0.032, 0.323, 0.471, -0.122, -0.151, -0.179, -0.084, 0.441, -0.145, -0.131, -0.140, -0.049, 0.545, -0.118, -0.128, -0.119, -0.155, 0.286, -0.101, -0.138, -0.045, -0.002],
  "largest_force_ev_per_a": 9.080,
  "smiles": "CC(=O)N(C(C)=O)[C@@H]1OC(=O)O[C@H]1CCCF.ClC(Cl)Cl.ClC(Cl)Cl.ClC(Cl)Cl.ClC(Cl)Cl.ClC(Cl)Cl.ClC(Cl)Cl.ClC(Cl)Cl.ClC(Cl)Cl.ClC(Cl)Cl.ClC(Cl)Cl.ClC(Cl)Cl",
  "multiplicity": 1,
  "e_lumo_ev": -0.10,
  "homo_energy_ev": -10.329,
  "energy_ev": -449865.4179
}

---

[2]
{
  "formula": "C21H25ClN2O3",
  "method": "ωB97M-V with the def2-TZVPD basis set",
  "species": ["O", "C", "N", "C", "H", "C", "H", "H", "C", "C", "H", "C", "H", "H", "H", "C", "C", "H", "O", "C", "C", "C", "C", "C", "C", "H", "H", "H", "H", "H", "H", "H", "H", "C", "O", "H", "H", "H", "H", "N", "C", "C", "C", "C", "C", "C", "H", "Cl", "H", "H", "H", "H"],
  "xyz": [[-1.439, -0.331, 2.033], [-1.767, 0.020, 0.917], [-1.070, 0.966, 0.223], [-1.269, 1.304, -1.173], [-2.087, 2.032, -1.283], [0.013, 1.893, -1.767], [-0.070, 1.854, -2.854], [0.124, 2.938, -1.477], [1.253, 1.112, -1.305], [1.380, 1.249, 0.226], [1.734, 0.306, 0.646], [0.042, 1.625, 0.871], [-0.118, 2.707, 0.818], [0.031, 1.324, 1.919], [2.111, 2.017, 0.471], [2.482, 1.699, -2.028], [3.845, 1.243, -1.502], [4.589, 1.317, -2.308], [4.216, 2.096, -0.440], [5.400, 1.879, 0.200], [5.681, 2.743, 1.259], [6.855, 2.615, 1.970], [7.768, 1.625, 1.641], [7.491, 0.767, 0.594], [6.315, 0.886, -0.129], [6.128, 0.202, -0.942], [8.195, -0.008, 0.328], [8.687, 1.525, 2.198], [7.060, 3.291, 2.788], [4.960, 3.508, 1.502], [3.812, 0.202, -1.156], [2.457, 2.786, -1.941], [2.419, 1.455, -3.092], [1.080, -0.383, -1.664], [0.612, -0.609, -2.972], [1.290, -0.337, -3.599], [0.336, -0.835, -1.006], [2.028, -0.912, -1.500], [-1.518, 0.405, -1.745], [-2.874, -0.472, 0.251], [-3.752, -1.467, 0.668], [-3.569, -2.217, 1.828], [-4.485, -3.195, 2.164], [-5.589, -3.454, 1.369], [-5.761, -2.705, 0.217], [-4.860, -1.721, -0.142], [-5.018, -1.153, -1.047], [-7.129, -3.001, -0.801], [-6.302, -4.217, 1.634], [-4.336, -3.770, 3.066], [-2.718, -2.018, 2.455], [-3.141, -0.017, -0.607]],
  "mulliken_charge": [-0.719, 0.817, 0.128, -1.014, 0.325, -1.476, 0.361, 0.503, 2.096, -0.564, 0.321, -1.555, 0.349, 0.538, 0.269, -1.619, -0.770, 0.566, -0.253, 0.595, -0.481, -0.424, -0.542, -0.607, -0.271, 0.351, 0.351, 0.377, 0.367, 0.384, 0.457, 0.411, 0.551, -1.337, -0.535, 0.407, 0.446, 0.426, 0.659, -0.017, 0.812, -0.623, -0.531, -0.586, 0.225, -0.726, 0.390, -0.223, 0.414, 0.376, 0.490, 0.111],
  "largest_force_ev_per_a": 0.549,
  "smiles": "O=C(Nc1cccc(Cl)c1)N1CCC(CO)(CCOc2ccccc2)CC1",
  "multiplicity": 1,
  "e_lumo_ev": 0.43,
  "homo_energy_ev": -8.361,
  "energy_ev": -43828.6928
}

---

[3]
{
  "formula": "C21H25ClN4OS",
  "method": "ωB97M-V with the def2-TZVPD basis set",
  "species": ["C", "C", "C", "C", "C", "N", "C", "N", "C", "C", "C", "C", "S", "C", "N", "C", "H", "H", "H", "C", "C", "H", "H", "H", "H", "H", "H", "C", "O", "N", "C", "C", "C", "C", "C", "C", "H", "Cl", "H", "H", "H", "H", "H", "H", "H", "H", "H", "H", "H", "H", "H", "H", "H"],
  "xyz": [[0.020, -5.172, 0.328], [0.217, -3.713, 0.638], [1.628, -3.193, 1.050], [2.603, -3.469, -0.023], [2.348, -2.733, -1.380], [2.284, -1.235, -0.852], [1.120, -0.547, -0.622], [0.061, -0.913, -1.316], [-1.066, -0.146, -1.158], [-1.001, 1.059, -0.528], [-2.413, 1.860, -0.486], [-3.382, 0.906, -1.118], [-2.562, -0.888, -1.662], [-4.712, 1.226, -1.099], [-5.112, 2.224, -0.392], [-5.359, 1.789, 1.237], [-4.376, 1.159, 1.597], [-5.564, 2.641, 1.795], [-6.028, 1.240, 1.088], [-4.197, 3.391, -0.290], [-2.777, 3.003, -0.069], [-2.761, 3.099, 1.268], [-2.036, 3.873, -0.291], [-4.235, 3.678, -1.290], [-4.548, 4.359, -0.069], [-4.878, 1.455, -2.179], [-5.339, 0.084, -0.899], [0.222, 1.863, -0.106], [0.256, 2.769, 0.520], [1.344, 0.810, -0.188], [2.584, 1.504, 0.054], [2.782, 1.731, 1.296], [4.062, 2.359, 1.784], [4.990, 2.387, 0.785], [4.725, 2.084, -0.503], [3.584, 1.801, -0.834], [3.370, 1.345, -2.072], [5.969, 2.410, -1.448], [5.944, 2.995, 1.087], [4.103, 2.738, 2.880], [2.126, 1.534, 2.326], [3.029, -0.725, -0.207], [1.260, -2.808, -1.657], [3.067, -2.886, -1.931], [2.494, -4.414, -0.395], [3.672, -3.247, 0.433], [1.846, -3.992, 1.985], [1.565, -2.386, 1.438], [-0.586, -3.430, 1.376], [-0.399, -3.009, -0.136], [-1.042, -5.394, 0.014], [0.380, -5.767, 0.984], [0.718, -5.309, -0.765]],
  "mulliken_charge": [-1.319, 0.111, -1.239, -0.544, -1.055, -0.111, 0.618, -0.522, 0.949, -0.795, 0.349, -0.763, -0.226, -0.350, -0.128, -1.086, 0.233, 0.279, 0.639, -1.592, 0.383, 0.107, 0.299, 0.552, 0.573, 0.253, 0.280, 0.275, -0.429, 0.351, -1.048, 0.718, -0.662, -0.667, 1.098, -0.551, 0.104, -0.238, 0.216, 0.299, 0.155, 0.309, 0.365, 0.599, 0.500, 0.278, 0.349, 0.820, 0.492, -0.173, 0.351, 0.456, 0.138],
  "largest_force_ev_per_a": 17.850,
  "multiplicity": 1,
  "e_lumo_ev": 0.55,
  "homo_energy_ev": -7.198,
  "energy_ev": -53530.9764
}

---

[4]
{
  "formula": "C21H25F9O10S",
  "method": "ωB97M-V with the def2-TZVPD basis set",
  "species": ["C", "C", "O", "S", "O", "O", "C", "O", "C", "C", "C", "C", "C", "C", "H", "H", "H", "H", "H", "H", "H", "H", "H", "H", "C", "C", "O", "C", "O", "C", "F", "F", "F", "H", "H", "H", "H", "H", "C", "C", "O", "C", "O", "C", "F", "F", "F", "H", "H", "H", "H", "H", "C", "C", "O", "C", "O", "C", "F", "F", "F", "H", "H", "H", "H", "H"],
  "xyz": [[-0.392, -3.102, -0.558], [0.316, -4.113, 0.150], [0.983, -3.841, 1.390], [1.982, -5.116, 1.876], [2.234, -4.865, 3.354], [3.521, -5.022, 1.173], [3.813, -3.610, 0.973], [5.197, -3.381, 0.524], [5.057, -2.266, -0.400], [4.851, -0.850, 0.206], [4.660, 0.316, -0.808], [4.667, -0.024, -2.335], [4.894, -1.438, -2.908], [5.087, -2.603, -1.906], [-0.706, -2.094, -0.075], [-0.738, -3.235, -1.648], [0.295, -5.170, -0.278], [3.616, -2.985, 1.922], [3.156, -3.261, 0.087], [4.832, -0.726, 1.342], [4.525, 1.368, -0.397], [4.503, 0.867, -3.034], [4.891, -1.687, -4.018], [5.248, -3.688, -2.203], [-0.983, -2.634, 4.908], [-1.468, -3.237, 3.604], [-2.764, -3.835, 3.774], [-3.814, -2.991, 3.737], [-3.721, -1.800, 3.581], [-5.123, -3.761, 3.880], [-5.077, -4.681, 4.867], [-5.437, -4.429, 2.749], [-6.170, -2.961, 4.155], [-0.998, -3.381, 5.705], [0.032, -2.249, 4.800], [-1.632, -1.814, 5.228], [-0.790, -4.034, 3.297], [-1.484, -2.498, 2.798], [-2.990, 3.285, 1.514], [-1.609, 3.692, 1.038], [-0.653, 2.650, 1.301], [-0.626, 1.637, 0.413], [-1.342, 1.562, -0.553], [0.460, 0.632, 0.784], [0.459, 0.327, 2.099], [1.695, 1.099, 0.506], [0.337, -0.538, 0.125], [-2.963, 2.998, 2.568], [-3.698, 4.105, 1.386], [-3.359, 2.420, 0.958], [-1.275, 4.572, 1.593], [-1.609, 3.960, -0.022], [-0.592, 5.260, -6.425], [-0.972, 4.175, -5.436], [-1.033, 4.703, -4.101], [-2.169, 5.353, -3.775], [-3.098, 5.511, -4.523], [-2.120, 5.815, -2.322], [-0.941, 6.389, -2.000], [-2.290, 4.785, -1.460], [-3.071, 6.718, -2.028], [0.340, 5.745, -6.124], [-0.469, 4.843, -7.426], [-1.357, 6.039, -6.467], [-0.203, 3.399, -5.431], [-1.915, 3.693, -5.706]],
  "mulliken_charge": [-0.541, 0.038, 0.091, 0.514, -0.504, -0.338, -0.222, -0.426, 0.250, -0.191, -0.436, -0.429, -0.411, -0.209, 0.061, 0.269, 0.263, 0.286, 0.337, 0.355, 0.349, 0.308, 0.332, 0.359, -1.291, 0.272, -0.348, 0.376, -0.520, 0.855, -0.244, -0.251, -0.240, 0.354, 0.362, 0.347, 0.125, 0.156, -1.290, 0.171, -0.300, 0.320, -0.530, 0.887, -0.266, -0.254, -0.261, 0.360, 0.408, 0.301, 0.391, 0.114, -1.100, -0.216, -0.297, 0.334, -0.504, 0.927, -0.266, -0.363, -0.250, 0.304, 0.369, 0.315, 0.317, 0.316],
  "largest_force_ev_per_a": 4.442,
  "multiplicity": 1,
  "e_lumo_ev": 0.29,
  "homo_energy_ev": -9.009,
  "energy_ev": -77943.1810
}

---

Please write out number 2 again, unchanged.
{
  "formula": "C21H25ClN2O3",
  "method": "ωB97M-V with the def2-TZVPD basis set",
  "species": ["O", "C", "N", "C", "H", "C", "H", "H", "C", "C", "H", "C", "H", "H", "H", "C", "C", "H", "O", "C", "C", "C", "C", "C", "C", "H", "H", "H", "H", "H", "H", "H", "H", "C", "O", "H", "H", "H", "H", "N", "C", "C", "C", "C", "C", "C", "H", "Cl", "H", "H", "H", "H"],
  "xyz": [[-1.439, -0.331, 2.033], [-1.767, 0.020, 0.917], [-1.070, 0.966, 0.223], [-1.269, 1.304, -1.173], [-2.087, 2.032, -1.283], [0.013, 1.893, -1.767], [-0.070, 1.854, -2.854], [0.124, 2.938, -1.477], [1.253, 1.112, -1.305], [1.380, 1.249, 0.226], [1.734, 0.306, 0.646], [0.042, 1.625, 0.871], [-0.118, 2.707, 0.818], [0.031, 1.324, 1.919], [2.111, 2.017, 0.471], [2.482, 1.699, -2.028], [3.845, 1.243, -1.502], [4.589, 1.317, -2.308], [4.216, 2.096, -0.440], [5.400, 1.879, 0.200], [5.681, 2.743, 1.259], [6.855, 2.615, 1.970], [7.768, 1.625, 1.641], [7.491, 0.767, 0.594], [6.315, 0.886, -0.129], [6.128, 0.202, -0.942], [8.195, -0.008, 0.328], [8.687, 1.525, 2.198], [7.060, 3.291, 2.788], [4.960, 3.508, 1.502], [3.812, 0.202, -1.156], [2.457, 2.786, -1.941], [2.419, 1.455, -3.092], [1.080, -0.383, -1.664], [0.612, -0.609, -2.972], [1.290, -0.337, -3.599], [0.336, -0.835, -1.006], [2.028, -0.912, -1.500], [-1.518, 0.405, -1.745], [-2.874, -0.472, 0.251], [-3.752, -1.467, 0.668], [-3.569, -2.217, 1.828], [-4.485, -3.195, 2.164], [-5.589, -3.454, 1.369], [-5.761, -2.705, 0.217], [-4.860, -1.721, -0.142], [-5.018, -1.153, -1.047], [-7.129, -3.001, -0.801], [-6.302, -4.217, 1.634], [-4.336, -3.770, 3.066], [-2.718, -2.018, 2.455], [-3.141, -0.017, -0.607]],
  "mulliken_charge": [-0.719, 0.817, 0.128, -1.014, 0.325, -1.476, 0.361, 0.503, 2.096, -0.564, 0.321, -1.555, 0.349, 0.538, 0.269, -1.619, -0.770, 0.566, -0.253, 0.595, -0.481, -0.424, -0.542, -0.607, -0.271, 0.351, 0.351, 0.377, 0.367, 0.384, 0.457, 0.411, 0.551, -1.337, -0.535, 0.407, 0.446, 0.426, 0.659, -0.017, 0.812, -0.623, -0.531, -0.586, 0.225, -0.726, 0.390, -0.223, 0.414, 0.376, 0.490, 0.111],
  "largest_force_ev_per_a": 0.549,
  "smiles": "O=C(Nc1cccc(Cl)c1)N1CCC(CO)(CCOc2ccccc2)CC1",
  "multiplicity": 1,
  "e_lumo_ev": 0.43,
  "homo_energy_ev": -8.361,
  "energy_ev": -43828.6928
}